Entry from the Open Molecules 2025 dataset: a cluster of 2 separate species, C2H6NO3S in total (the ωB97M-V functional and the def2-TZVPD basis).

```
13
Properties=species:S:1:pos:R:3:forces:R:3
S -3.43378 0.37745 0.29001 -0.908 1.787 0.491
O -3.97484 0.13647 -1.08050 -0.017 -0.643 -0.316
O -3.22534 -0.76513 1.21066 0.110 -1.234 0.206
O 1.18857 1.85636 0.29783 -0.825 -1.994 -0.562
N 0.60666 0.69374 0.04797 -0.003 3.055 -0.095
C 0.80124 -0.32399 1.01375 3.520 0.075 1.828
C -0.54488 0.68344 -0.87927 2.119 -1.747 -1.906
H -0.42405 -0.30985 -1.56621 -0.440 2.438 1.398
H 1.89741 -0.78573 0.78829 -2.355 0.869 0.887
H -0.51225 1.62423 -1.47376 0.106 -0.896 0.362
H -1.45958 0.62385 -0.32965 -0.436 -0.062 0.216
H 0.09388 -1.09711 0.95703 -1.080 -0.952 -0.333
H 0.76890 0.10364 2.10908 0.207 -0.696 -2.176
```
Positions in Å, forces in eV/Å.

## Properties
- Net charge: -1
- E_HOMO (alpha / beta): -1.6 / -4.8 eV
- Calculated total energy: -20636.767 eV
- Spin multiplicity: 3
- <S²>: 2.009
- ΔE to the lowest compared entry with this formula, charge and spin: 0.0 kJ/mol
- Strongest force on any atom: 3.97 eV Å⁻¹
- E_LUMO (alpha / beta): 3.81 / 3.53 eV

Atom charges from the Löwdin analysis, given in e for atoms 1 to 4:
1 S 0.528
2 O -0.663
3 O -0.667
4 O -0.117

=====

Entry from the Open Molecules 2025 dataset: a cluster of 2 separate species, C3H8N2O in total (the ωB97M-V functional and the def2-TZVPD basis).

```
14
Properties=species:S:1:pos:R:3:forces:R:3
O -0.33929 1.79296 0.48586 0.205 1.424 0.177
N 0.77068 -1.94105 0.21069 -1.010 -1.015 1.909
N 0.22951 2.55787 -1.62462 -1.017 0.461 1.350
C -0.61553 2.07776 -0.65933 -0.255 -2.405 -0.221
C 1.13548 -0.86318 0.76566 0.399 0.381 0.739
C -0.60617 -2.35586 0.72863 0.124 1.372 -0.975
H 0.15760 2.05849 -2.49261 0.430 0.472 -0.322
H -0.57994 -2.94219 1.66118 0.603 -0.074 -0.629
H -1.57853 1.67592 -1.03243 0.039 0.584 -0.368
H 0.49216 -0.09323 1.24208 -0.086 -0.861 -0.014
H -1.09853 -1.42167 1.01558 -0.432 -0.069 -0.027
H 1.05622 2.97412 -1.22673 0.525 -0.406 -0.656
H -1.21801 -2.85739 -0.02894 0.354 -0.055 0.144
H 2.19435 -0.66256 0.95498 0.121 0.191 -1.106
```
Positions in Å, forces in eV/Å.

## Properties
- SMILES string: C=NC.NC=O
- Net charge: 0
- E_HOMO: -9.2 eV
- Calculated total energy: -8266.767 eV
- ΔE to the lowest compared entry with this formula, charge and spin: 246.9 kJ/mol
- Strongest force on any atom: 2.43 eV Å⁻¹
- E_LUMO: 0.91 eV

Atom charges from the Löwdin analysis, given in e for atoms 1 to 4:
1 O -0.011
2 N -0.067
3 N 0.112
4 C -0.406

=====

Entry from the Open Molecules 2025 dataset: a structure of composition C3H7NS (the ωB97M-V functional and the def2-TZVPD basis).

```
12
Properties=species:S:1:pos:R:3:forces:R:3
S 0.16740 1.14596 -0.87962 -1.657 2.097 -3.043
N -0.24941 -0.17661 0.00726 1.584 -0.647 0.802
C 0.82635 -1.16028 2.02807 0.986 2.807 1.641
C 0.86258 -0.57711 0.49285 -0.024 -2.753 4.716
C -1.27178 1.14923 -2.06465 -2.557 -1.298 -3.682
H 1.94647 -0.40979 0.30058 -0.946 0.571 -0.894
H -1.05080 1.37234 -3.36708 -0.111 -0.254 4.302
H 1.06047 0.09881 2.49647 -0.888 -3.771 -0.910
H -0.26953 -1.48862 2.47176 3.108 0.723 -1.313
H 1.86397 -1.73475 2.53854 -3.390 1.330 -2.006
H -1.52175 -0.07584 -2.19439 0.238 3.534 0.715
H -2.36399 1.85665 -1.82978 3.656 -2.340 -0.328
```
Positions in Å, forces in eV/Å.

## Properties
- Net charge: 0
- E_HOMO: -8.3 eV
- Calculated total energy: -15544.332 eV
- ΔE to the lowest compared entry with this formula, charge and spin: 512.7 kJ/mol
- Strongest force on any atom: 5.46 eV Å⁻¹
- E_LUMO: 0.77 eV

Atom charges from the Löwdin analysis, given in e for atoms 1 to 4:
1 S 0.744
2 N -0.367
3 C -0.130
4 C -0.437

=====

calculated total energy of number 2 (C3H8N2O)? -8266.767 eV